{"formula": "C30H30I2IrN2O2", "method": "the ωB97M-V functional and the def2-TZVPD basis", "multiplicity": 2, "homo_lumo_gap_ha": [0.3016, 0.2045], "fmax_ha_per_bohr": 0.0173, "total_charge": 2, "total_energy_ha": -2120.393113, "e_lumo_ev": [-5.56, -8.28], "symbols": ["Ir", "I", "C", "C", "C", "I", "C", "O", "C", "C", "N", "C", "C", "C", "C", "C", "C", "N", "C", "H", "H", "H", "H", "H", "H", "H", "H", "H", "H", "H", "C", "C", "C", "C", "C", "C", "C", "O", "C", "C", "C", "H", "H", "H", "H", "H", "H", "H", "H", "H", "H", "H", "H", "C", "C", "C", "C", "C", "C", "C", "H", "H", "H", "H", "H", "H", "H"], "xyz": [[1.26776, -0.48516, -0.03559], [-1.91163, -4.66679, -5.59830], [-0.99430, -3.28388, -4.40872], [-0.64116, -2.03197, -4.92870], [-0.03627, -1.11272, -4.11682], [0.49374, 0.73636, -4.86225], [0.26096, -1.41037, -2.72818], [0.78441, -0.48094, -2.04098], [-0.09198, -2.72325, -2.21904], [0.27827, -3.21947, -0.83931], [0.03322, -2.24789, 0.24008], [0.35586, -2.78710, 1.57987], [0.79833, -1.70074, 2.53019], [0.69491, -1.85425, 3.90112], [1.12348, -0.83407, 4.73388], [1.62597, 0.32977, 4.17003], [1.70404, 0.42009, 2.79694], [1.31945, -0.58249, 1.99555], [-0.71436, -3.60211, -3.05874], [-0.85015, -1.79670, -5.96292], [1.34378, -3.45659, -0.81168], [-0.26812, -4.14728, -0.64880], [-0.94041, -1.95003, 0.20472], [1.17323, -3.50315, 1.46045], [-0.49106, -3.32775, 2.00608], [0.27224, -2.76360, 4.30640], [1.05295, -0.94031, 5.80783], [1.95266, 1.15954, 4.77973], [2.07781, 1.30481, 2.30126], [-0.99496, -4.58122, -2.69156], [-5.31335, 4.98074, 0.44822], [-4.13480, 4.08637, 0.22577], [-3.28419, 4.27570, -0.86031], [-2.19303, 3.45774, -1.07762], [-1.32261, 3.72512, -2.27839], [-1.94451, 2.39520, -0.16604], [-0.81215, 1.57629, -0.42193], [-0.46342, 0.59779, 0.28571], [-2.80429, 2.19026, 0.95214], [-2.60146, 1.09244, 1.95751], [-3.87480, 3.04098, 1.11573], [-5.35196, 5.78760, -0.27955], [-5.27956, 5.41361, 1.44887], [-6.23956, 4.40742, 0.37812], [-3.48104, 5.08850, -1.54787], [-1.65548, 4.63042, -2.78008], [-1.37804, 2.90813, -3.00006], [-0.27481, 3.86840, -2.01049], [-0.19580, 1.81113, -1.29249], [-2.66670, 0.11063, 1.48600], [-3.36505, 1.15356, 2.72978], [-1.61983, 1.15571, 2.42907], [-4.53657, 2.89795, 1.96163], [2.77205, 0.88249, -0.56578], [3.49045, -0.29359, -0.11187], [3.32400, -1.50069, -0.83739], [3.87736, -2.71647, -0.35102], [4.55855, -2.73062, 0.82878], [4.73879, -1.52811, 1.56380], [4.22320, -0.35217, 1.11704], [2.69882, 0.97710, -1.64788], [2.95085, 1.84025, -0.08915], [2.95221, -1.44645, -1.85293], [3.81128, -3.61273, -0.95477], [5.00860, -3.64695, 1.18668], [5.31557, -1.54871, 2.47928], [4.39268, 0.56422, 1.66895]], "forces_ev_per_a": [[0.2, -0.6, -0.4], [0.0, 0.0, 0.0], [0.0, 0.0, 0.0], [0.0, 0.0, 0.0], [0.0, 0.0, 0.0], [0.0, 0.0, 0.0], [-0.2, 0.0, 0.1], [0.3, -0.1, -0.1], [0.0, 0.0, 0.0], [0.0, 0.0, 0.0], [-0.1, 0.3, 0.1], [0.0, 0.0, 0.0], [-0.1, 0.0, 0.0], [0.0, 0.0, 0.0], [0.0, 0.0, 0.0], [0.0, 0.0, 0.0], [0.0, 0.0, 0.0], [0.1, 0.1, -0.1], [0.0, 0.0, 0.0], [0.0, 0.0, 0.0], [0.0, 0.0, 0.0], [0.0, 0.0, 0.0], [0.0, -0.1, 0.1], [0.0, 0.0, 0.0], [0.0, 0.0, 0.0], [0.0, 0.0, 0.0], [0.0, 0.0, 0.0], [0.0, 0.0, 0.0], [0.0, 0.0, 0.0], [0.0, 0.0, 0.0], [0.0, 0.0, 0.0], [0.0, 0.0, 0.0], [0.0, 0.0, 0.0], [0.0, 0.0, 0.0], [0.0, 0.0, 0.0], [0.0, 0.0, 0.0], [0.0, 0.0, 0.0], [-0.1, -0.1, 0.0], [0.0, 0.0, 0.0], [0.0, 0.0, 0.0], [0.0, 0.0, 0.0], [0.0, 0.0, 0.0], [0.0, 0.0, 0.0], [0.0, 0.0, 0.0], [0.0, 0.0, 0.0], [0.0, 0.0, 0.0], [0.0, 0.0, 0.0], [0.0, 0.0, 0.0], [0.0, 0.0, 0.0], [0.0, 0.0, 0.0], [0.0, 0.0, 0.0], [0.0, 0.0, 0.0], [0.0, 0.0, 0.0], [-0.2, 0.0, -0.1], [0.4, 0.3, 0.0], [-0.8, 0.2, 0.2], [0.0, 0.0, 0.1], [0.0, 0.0, 0.0], [0.0, 0.0, 0.0], [0.1, 0.0, 0.0], [0.0, 0.1, 0.0], [0.0, -0.1, 0.2], [0.2, -0.1, -0.1], [0.0, 0.0, 0.0], [0.0, 0.0, 0.0], [0.0, 0.0, 0.0], [0.0, 0.0, 0.0]]}